1.
The following is a quantum chemistry calculation of a 3-piece molecular cluster, C4H10 overall in a non-equilibrium geometry, from OMol25.

Total charge = 0
Relative energy (zero: lowest compared OMol25 entry of this formula, charge and spin) = 113.22 kcal per mole
HOMO = -8.1 eV
Gap between HOMO and LUMO = 8.1 eV

CARTESIAN COORDINATES (ANGSTROEM)
1 H 1.51 0.65 -0.87
2 H -0.21 0.15 -2.45
3 H -2.05 0.50 1.35
4 C 1.12 -0.96 0.53
5 H -0.36 0.79 1.22
6 C -0.03 -0.51 -1.61
7 H 0.31 -1.64 0.75
8 H 1.86 -1.85 -0.81
9 H -1.25 1.55 0.02
10 C 0.86 -0.20 -0.68
11 H -0.56 -1.46 -1.55
12 C -1.33 1.26 1.07
13 H -1.43 2.19 1.62
14 H 1.57 -0.48 1.39

2.
The following is a quantum chemistry calculation of C22H31CuN5O6S2Si2 as an isolated structure in a non-equilibrium geometry, from OMol25.

Spin multiplicity = 2
Total charge = -2
Relative energy (zero: lowest compared OMol25 entry of this formula, charge and spin) = 12.37 kcal per mole
HOMO (spin up / spin down) = -1.5 / -1.4 eV
Gap between HOMO and LUMO (spin up / spin down) = 6.0 / 5.9 eV

CARTESIAN COORDINATES (ANGSTROEM)
1 N -0.44 -0.87 -2.16
2 H -3.33 -1.81 1.81
3 N 0.40 -3.01 -2.16
4 C 5.28 -2.99 -3.28
5 N 1.19 -1.48 -3.79
6 O 0.70 -3.03 1.83
7 H 1.40 3.50 0.45
8 O 0.97 -0.97 0.52
9 C -3.39 -0.11 -1.26
10 S 1.47 -4.14 -2.61
11 H -1.83 4.93 1.32
12 C -3.49 1.48 3.89
13 H -4.16 2.00 3.20
14 H 6.04 -3.13 -4.05
15 H 1.53 3.04 3.19
16 H -1.95 4.50 3.03
17 C 3.08 -3.38 -2.43
18 C -3.72 -1.01 2.45
19 H -3.59 -1.13 -1.56
20 H -4.15 -1.46 3.35
21 C 4.58 -1.98 -1.22
22 H 2.57 -2.39 -0.59
23 C 0.15 0.67 -3.87
24 C -2.71 2.43 -0.52
25 C -2.36 1.32 0.35
26 N 6.84 -1.59 -2.04
27 H -0.46 5.24 2.40
28 C -1.42 -0.38 4.48
29 C 3.34 -2.58 -1.33
30 C 4.04 -3.59 -3.40
31 H 7.30 -1.42 -2.92
32 H -1.26 1.00 -2.30
33 H -0.01 3.13 -0.56
34 H -4.51 -0.48 1.91
35 H -3.80 3.10 -2.20
36 Si -2.34 0.20 2.94
37 Si -0.56 2.79 1.88
38 C -1.27 4.53 2.17
39 H 1.70 -0.09 -5.19
40 C 1.06 -0.29 -4.33
41 C -1.84 1.48 1.63
42 C 0.54 2.83 0.34
43 C -3.48 2.24 -1.62
44 H 0.92 1.82 0.18
45 O 1.19 -0.92 2.94
46 H -4.11 0.97 4.65
47 C -0.56 0.31 -2.75
48 H -2.90 2.25 4.42
49 O 1.33 -4.53 -4.00
50 H 0.80 1.46 3.47
51 O 1.42 -5.21 -1.65
52 H -4.51 0.76 -2.86
53 C 5.57 -2.17 -2.18
54 H 6.84 -0.77 -1.46
55 H -0.50 0.20 4.63
56 H -2.05 -0.26 5.36
57 C -3.89 0.93 -2.00
58 H 4.79 -1.32 -0.37
59 C 0.43 -1.80 -2.70
60 H -1.10 -1.43 4.39
61 S 0.53 -1.59 1.84
62 H -2.42 3.42 -0.21
63 N -2.65 0.03 -0.14
64 O -0.99 -1.27 1.81
65 H 0.04 1.64 -4.34
66 H 0.14 2.90 4.29
67 C 0.58 2.53 3.35
68 H 3.79 -4.19 -4.26
69 Cu -0.83 -0.87 -0.16

3.
The following is a quantum chemistry calculation of a 12-piece molecular cluster, C20H60N22O15S overall in a non-equilibrium geometry, from OMol25.

Total charge = 0
HOMO = -8.8 eV
Gap between HOMO and LUMO = 8.9 eV

CARTESIAN COORDINATES (ANGSTROEM)
1 H 0.00 0.29 -3.81
2 H 7.31 3.17 1.08
3 N 6.97 0.15 0.09
4 H 1.62 2.79 -6.53
5 N -6.39 -0.37 3.75
6 O -1.62 1.38 0.57
7 N -12.25 -2.41 -0.33
8 H -10.94 1.82 3.57
9 H -6.33 6.75 5.78
10 N -10.30 2.56 3.37
11 H -3.79 0.09 2.60
12 N 6.86 2.30 0.86
13 O 3.30 -2.32 1.04
14 H -12.52 -3.37 -0.37
15 H 0.18 3.26 2.30
16 C 0.63 1.52 -5.30
17 H -5.06 3.99 2.38
18 C 3.50 0.48 1.93
19 C 3.06 1.59 1.98
20 H -8.03 5.35 4.98
21 H 1.48 3.62 -0.24
22 O -8.73 3.50 2.01
23 C -6.83 -1.62 3.41
24 N 0.76 0.88 -4.11
25 H 1.57 0.96 -3.52
26 O 8.84 1.43 0.19
27 H 8.76 -6.64 1.68
28 H 12.22 -1.67 -1.46
29 H 7.51 -0.62 -0.28
30 H -2.00 -0.49 1.30
31 C -5.69 3.37 1.72
32 N 1.69 2.30 -5.66
33 C 2.37 2.89 2.11
34 H -4.71 6.14 5.89
35 C -11.17 -1.95 0.37
36 O 8.26 1.20 -3.58
37 C -3.62 0.81 1.79
38 H -4.95 0.74 0.08
39 H -5.65 -2.50 4.90
40 O -7.63 -1.82 2.51
41 H -6.60 -3.57 3.94
42 N 13.24 -3.02 -4.19
43 H 2.51 2.41 -5.10
44 O -5.22 3.87 5.01
45 H -7.63 3.73 4.49
46 O -4.91 2.63 0.79
47 N -1.39 -1.36 -6.51
48 C -6.03 4.77 5.16
49 O -0.37 1.40 -6.00
50 H -12.80 -1.73 -0.83
51 H -6.33 2.77 2.37
52 H 9.77 0.41 -5.40
53 N 10.04 0.81 -2.24
54 H 3.61 -0.55 1.62
55 H 12.56 -3.34 -1.77
56 O -1.77 -3.41 -7.40
57 H 1.42 -3.01 -0.41
58 C -4.93 1.24 1.06
59 N -7.35 4.62 4.86
60 C 7.63 1.30 0.37
61 H 8.10 -6.84 3.26
62 H -3.03 -0.07 -0.12
63 O -10.86 -0.77 0.40
64 O -0.93 0.13 -1.54
65 N -9.65 1.53 1.41
66 C 2.86 -3.46 0.95
67 O 6.15 -5.34 2.94
68 H -5.74 -0.19 4.49
69 C 7.00 -5.59 2.10
70 H -10.27 0.75 1.58
71 H -5.82 0.90 1.59
72 H 1.43 -4.68 0.02
73 H -1.38 -1.76 -5.59
74 N 12.52 -2.39 -2.10
75 H -0.27 3.56 0.03
76 N 3.37 -4.51 1.65
77 H 0.65 1.65 1.80
78 H -9.08 1.53 0.59
79 H -6.76 0.40 3.23
80 H -1.76 -2.21 -9.58
81 H 7.66 -5.24 0.14
82 H -6.35 4.04 1.17
83 N -1.60 -1.62 -8.78
84 N -6.30 -2.64 4.16
85 H -3.21 1.72 2.23
86 C 9.42 0.83 -3.44
87 O 0.59 1.79 -0.61
88 H 6.22 -4.43 0.63
89 N 1.82 -3.76 0.12
90 C -9.51 2.59 2.24
91 H 4.14 -4.32 2.27
92 N -10.45 -2.90 1.03
93 S -0.99 1.44 -0.95
94 H -1.24 -0.37 -6.62
95 C 12.85 -2.01 -3.36
96 N -5.68 6.00 5.65
97 H -10.22 3.33 4.00
98 H 5.98 0.03 0.23
99 C -2.55 0.30 0.79
100 O 12.79 -0.85 -3.74
101 H -9.65 -2.59 1.55
102 H 10.99 0.50 -2.12
103 H 3.02 -5.44 1.58
104 N 8.05 -6.42 2.35
105 N 10.19 0.40 -4.49
106 H 11.14 0.10 -4.38
107 C 0.89 2.71 1.66
108 H 5.87 2.21 1.01
109 C -1.60 -2.21 -7.55
110 H 13.49 -2.78 -5.13
111 H 2.85 3.61 1.44
112 H 2.41 3.26 3.14
113 N 6.98 -5.05 0.85
114 C 0.67 3.01 0.17
115 H 9.51 1.12 -1.42
116 H -1.46 -0.64 -8.93
117 H -10.68 -3.88 1.02
118 H 13.30 -3.98 -3.91

4.
The following is a quantum chemistry calculation of C27H23Br2EuF6N4O5S4Te as an isolated structure in a non-equilibrium geometry, from OMol25.

Spin multiplicity = 8
Total charge = -1
Relative energy (zero: lowest compared OMol25 entry of this formula, charge and spin) = 52.86 kcal per mole
HOMO (spin up / spin down) = -1.7 / -2.8 eV
Gap between HOMO and LUMO (spin up / spin down) = 3.3 / 4.7 eV

CARTESIAN COORDINATES (ANGSTROEM)
1 H 3.18 3.53 -2.09
2 H 1.30 0.44 -4.47
3 H -4.62 1.33 -6.97
4 Te -2.84 -1.29 -2.68
5 Br 2.84 -2.38 -2.02
6 F -0.30 -4.98 3.30
7 F 1.15 -5.88 1.95
8 C 2.62 1.97 -3.54
9 C 0.57 -4.73 2.31
10 H -4.71 3.34 -5.23
11 C -0.76 0.08 3.03
12 S -2.43 -4.39 -0.51
13 O 0.66 -3.80 -0.20
14 H 3.02 1.91 -1.41
15 H 0.85 2.71 -0.76
16 Eu -0.34 -1.57 -0.63
17 C -3.71 -3.29 0.29
18 C 3.03 2.35 4.13
19 Br -0.18 -1.98 -3.47
20 H 2.18 -3.61 -4.12
21 C -3.83 0.09 -5.32
22 N 5.28 2.75 6.73
23 C -0.57 0.78 4.22
24 C 2.38 1.80 3.04
25 C 1.58 0.88 -3.50
26 C 2.13 0.04 1.41
27 H -3.72 -0.87 -5.84
28 O -0.46 0.66 -1.80
29 F -3.19 -2.05 0.48
30 H 4.20 -1.05 2.66
31 N -1.50 -4.92 0.65
32 C -1.81 2.72 3.40
33 F 1.52 -3.90 2.79
34 C 1.43 -0.40 0.44
35 N -1.79 0.29 0.74
36 S -0.29 -3.94 0.90
37 H 1.51 2.29 2.60
38 H -0.38 -0.93 2.87
39 O -3.15 -5.41 -1.21
40 H 2.70 3.29 4.58
41 S -3.79 1.89 -3.48
42 H -0.02 0.30 5.04
43 C -3.49 0.24 -3.97
44 C 4.12 1.68 4.69
45 C -2.00 2.02 2.24
46 H 3.62 1.57 -3.79
47 H 1.87 0.10 -2.79
48 N -2.67 2.32 1.04
49 H -0.87 2.58 5.34
50 C 1.11 2.86 -1.82
51 C -4.32 1.29 -5.91
52 C 2.18 -2.56 -3.82
53 C -4.36 2.33 -5.04
54 C -1.07 2.07 4.40
55 F -4.16 -3.74 1.48
56 H -2.21 3.73 3.54
57 C -1.45 0.72 2.02
58 O -0.75 -2.62 1.36
59 C 4.77 2.24 5.80
60 C 2.58 2.61 -2.15
61 O -1.70 -3.40 -1.30
62 H -2.95 1.24 -0.77
63 C 4.55 0.46 4.17
64 C 2.81 0.57 2.49
65 F -4.77 -3.13 -0.53
66 H 0.77 3.86 -2.16
67 H 2.64 -1.81 -4.49
68 H 5.40 -0.05 4.64
69 C 3.91 -0.09 3.08
70 H 2.37 2.72 -4.33
71 H -3.21 3.18 0.86
72 S 0.08 1.66 -2.79
73 C -2.51 1.27 0.22

What is the formula in the fourth record? C27H23Br2EuF6N4O5S4Te

Which formula does entry 4 have? C27H23Br2EuF6N4O5S4Te

Look up the total charge of the third one. 0

Repeat the second record exactly.
The following is a quantum chemistry calculation of C22H31CuN5O6S2Si2 as an isolated structure in a non-equilibrium geometry, from OMol25.

Spin multiplicity = 2
Total charge = -2
Relative energy (zero: lowest compared OMol25 entry of this formula, charge and spin) = 12.37 kcal per mole
HOMO (spin up / spin down) = -1.5 / -1.4 eV
Gap between HOMO and LUMO (spin up / spin down) = 6.0 / 5.9 eV

CARTESIAN COORDINATES (ANGSTROEM)
1 N -0.44 -0.87 -2.16
2 H -3.33 -1.81 1.81
3 N 0.40 -3.01 -2.16
4 C 5.28 -2.99 -3.28
5 N 1.19 -1.48 -3.79
6 O 0.70 -3.03 1.83
7 H 1.40 3.50 0.45
8 O 0.97 -0.97 0.52
9 C -3.39 -0.11 -1.26
10 S 1.47 -4.14 -2.61
11 H -1.83 4.93 1.32
12 C -3.49 1.48 3.89
13 H -4.16 2.00 3.20
14 H 6.04 -3.13 -4.05
15 H 1.53 3.04 3.19
16 H -1.95 4.50 3.03
17 C 3.08 -3.38 -2.43
18 C -3.72 -1.01 2.45
19 H -3.59 -1.13 -1.56
20 H -4.15 -1.46 3.35
21 C 4.58 -1.98 -1.22
22 H 2.57 -2.39 -0.59
23 C 0.15 0.67 -3.87
24 C -2.71 2.43 -0.52
25 C -2.36 1.32 0.35
26 N 6.84 -1.59 -2.04
27 H -0.46 5.24 2.40
28 C -1.42 -0.38 4.48
29 C 3.34 -2.58 -1.33
30 C 4.04 -3.59 -3.40
31 H 7.30 -1.42 -2.92
32 H -1.26 1.00 -2.30
33 H -0.01 3.13 -0.56
34 H -4.51 -0.48 1.91
35 H -3.80 3.10 -2.20
36 Si -2.34 0.20 2.94
37 Si -0.56 2.79 1.88
38 C -1.27 4.53 2.17
39 H 1.70 -0.09 -5.19
40 C 1.06 -0.29 -4.33
41 C -1.84 1.48 1.63
42 C 0.54 2.83 0.34
43 C -3.48 2.24 -1.62
44 H 0.92 1.82 0.18
45 O 1.19 -0.92 2.94
46 H -4.11 0.97 4.65
47 C -0.56 0.31 -2.75
48 H -2.90 2.25 4.42
49 O 1.33 -4.53 -4.00
50 H 0.80 1.46 3.47
51 O 1.42 -5.21 -1.65
52 H -4.51 0.76 -2.86
53 C 5.57 -2.17 -2.18
54 H 6.84 -0.77 -1.46
55 H -0.50 0.20 4.63
56 H -2.05 -0.26 5.36
57 C -3.89 0.93 -2.00
58 H 4.79 -1.32 -0.37
59 C 0.43 -1.80 -2.70
60 H -1.10 -1.43 4.39
61 S 0.53 -1.59 1.84
62 H -2.42 3.42 -0.21
63 N -2.65 0.03 -0.14
64 O -0.99 -1.27 1.81
65 H 0.04 1.64 -4.34
66 H 0.14 2.90 4.29
67 C 0.58 2.53 3.35
68 H 3.79 -4.19 -4.26
69 Cu -0.83 -0.87 -0.16